Record 1
The following is a quantum chemistry calculation of a structure of composition C2H5Cl3N at a distorted geometry, from OMol25.

XYZ file:
```
11
Properties=species:S:1:pos:R:3:forces:R:3
C -0.39007 -0.57635 0.36026 0.633 -1.763 -4.412
C 0.65322 -0.29742 -1.25473 -0.932 0.880 3.693
N -0.35192 0.58564 1.17970 1.191 1.972 -0.285
Cl 0.46612 1.51597 -1.36449 0.249 -0.353 -0.441
Cl 2.33900 -0.67757 -1.06406 -0.394 -0.228 -0.165
Cl -0.21879 -1.05806 -2.49303 0.073 -0.487 -0.478
H -0.25831 -1.52154 0.92193 0.516 0.646 -0.548
H -1.26710 -0.66557 -0.29781 -0.160 0.349 1.060
H 0.12774 1.42529 0.57677 -0.932 -1.705 1.137
H 0.18877 0.37202 2.01966 -0.098 0.502 0.107
H -1.28867 0.89759 1.41581 -0.145 0.188 0.332
```
Positions in Å, forces in eV/Å.

As for the charge: +1. Its multiplicity is 1. The electronic energy is -1514.2097 Ha. The value obtained for the relative energy (zero: lowest compared OMol25 entry of this formula, charge and spin) is 0.0 kcal per mole.

Here are the Löwdin charges for atoms 1 to 4, given in e:
1 C -0.159
2 C -1.546
3 N 0.082
4 Cl 0.628

---

Record 2
The following is a quantum chemistry calculation of a cluster of 2 separate species, C2H5Cl4N2OP in total at a distorted geometry, from OMol25.

XYZ file:
```
15
Properties=species:S:1:pos:R:3:forces:R:3
C -1.64512 0.44617 0.37009 -0.259 -0.211 0.169
N -0.30638 0.45183 -0.15394 0.842 1.550 -0.190
N 0.30585 -0.75179 -0.33075 -0.677 -3.096 0.215
C 0.26711 -1.44653 -1.68491 -0.374 -0.721 0.932
Cl 0.50096 -0.41223 -3.06675 0.042 0.569 0.527
Cl -1.28013 -2.49508 -2.18398 0.927 0.967 1.004
Cl 1.60221 -2.63207 -1.61272 -0.409 0.188 0.135
P 0.78490 1.79636 -0.04225 0.292 -1.949 -0.689
O 0.03681 2.99630 0.28162 -0.907 0.980 0.329
H -1.97889 1.43415 0.06386 -0.911 -0.061 0.556
H -2.21578 -0.37680 -0.10622 0.110 0.680 0.180
H -1.63513 0.29113 1.48721 -0.175 0.321 -0.986
H -0.10775 -1.39381 0.45713 1.459 0.829 -2.243
Cl 2.52941 1.00351 2.70527 -0.060 -0.070 -0.202
H 3.14194 1.08886 3.81635 0.101 0.024 0.263
```
Positions in Å, forces in eV/Å.

As for the charge: 0. Its multiplicity is 1. The electronic energy is -2446.0450 Ha. The value obtained for the relative energy (zero: lowest compared OMol25 entry of this formula, charge and spin) is 17.8 kcal per mole.

Here are the Löwdin charges for atoms 1 to 4, given in e:
1 C -0.104
2 N -0.484
3 N -0.196
4 C -1.499

---

no.,LUMO energy (eV)
1,-3.7
2,-0.1